An isolated ion of composition C3H6NO2 and charge -1, computed with wB97M-V/def2-TZVPD.

Each atom is followed by the atoms it is bonded to, with distances in Å.
Cartesian coordinates (Å):
1 C 0.65 -0.27 0.36  C2 1.517, N6 1.476, H7 1.083, H8 1.087
2 C -0.71 0.19 -0.12  C1 1.517, C3 1.555, H9 1.098, H10 1.090
3 C -1.24 -0.57 -1.37  C2 1.555, O4 1.244, O5 1.250
4 O -0.44 -1.34 -1.93  C3 1.244
5 O -2.37 -0.19 -1.77  C3 1.250
6 N 1.15 0.56 1.47  C1 1.476, H11 1.015, H12 1.010
7 H 1.29 -0.27 -0.52  C1 1.083
8 H 0.55 -1.30 0.70  C1 1.087
9 H -0.69 1.26 -0.35  C2 1.098
10 H -1.48 0.10 0.65  C2 1.090
11 H 1.19 1.53 1.17  N6 1.015
12 H 2.10 0.31 1.71  N6 1.010

2S+1 ... 1
Net charge ... -1
HOMO energy ... -3.9 eV